(1)
The following is a DFT calculation (the ωB97M-V functional and the def2-TZVPD basis) of a structure of composition C38H35BrN6O5V at a distorted geometry.

Last column: Löwdin spin population.
Element x y z (Å)
V 0.101 0.379 0.687  1.651
O -4.011 -3.700 -1.023  0.005
C -3.041 -2.819 -0.749  0.009
C -2.837 -1.664 -1.506  -0.002
C -1.822 -0.799 -1.143  0.010
N -1.021 -1.030 -0.110  -0.005
C -1.193 -2.136 0.607  0.008
C -2.183 -3.059 0.335  -0.002
C -0.111 -2.236 1.658  0.009
O 0.112 -3.287 2.244  0.015
O 0.553 -1.161 1.774  0.019
C -1.543 0.570 -1.752  0.003
O -2.010 0.895 -2.826  0.006
O -0.816 1.259 -0.972  0.009
H -4.534 -3.411 -1.786  0.000
H -3.454 -1.404 -2.352  0.000
H -2.309 -3.937 0.947  0.000
Br -7.324 -0.052 0.527  0.000
C -5.498 0.295 0.940  -0.001
C -4.893 -0.407 1.971  0.000
C -3.555 -0.195 2.242  -0.001
C -2.815 0.721 1.489  0.000
C -3.454 1.451 0.484  -0.001
C -4.788 1.231 0.203  0.000
N -1.460 0.924 1.778  0.002
C -1.165 1.450 2.931  0.101
C 0.208 1.556 3.279  0.026
C 0.677 1.953 4.545  0.012
C 2.026 1.893 4.807  0.021
C 2.883 1.419 3.808  0.012
C 2.350 1.094 2.576  0.021
N 1.054 1.180 2.295  0.016
H -5.469 -1.109 2.555  0.000
H -3.071 -0.749 3.034  0.000
H -2.906 2.194 -0.078  0.000
H -5.280 1.797 -0.571  0.000
H -1.949 1.780 3.612  0.004
H -0.028 2.270 5.300  0.000
H 2.419 2.183 5.769  0.001
H 3.942 1.313 3.990  0.000
H 2.983 0.757 1.762  0.001
C 2.591 -4.818 -0.972  0.000
C 1.447 -3.827 -0.641  0.000
N 2.002 -2.596 -0.126  0.001
C 2.810 -2.865 1.044  0.000
C 4.041 -3.713 0.643  0.000
N 3.876 -4.097 -0.783  0.000
C 3.910 -2.883 -1.639  0.000
C 2.792 -1.932 -1.135  0.001
H 2.537 -5.177 -2.000  0.000
H 2.569 -5.682 -0.306  0.000
H 0.787 -4.250 0.117  0.000
H 0.849 -3.593 -1.525  0.000
H 2.184 -3.380 1.777  0.000
H 3.109 -1.911 1.481  0.000
H 4.118 -4.618 1.246  0.000
H 4.970 -3.150 0.743  0.000
H 4.644 -4.717 -1.048  0.000
H 3.741 -3.184 -2.672  0.000
H 4.899 -2.427 -1.571  0.000
H 2.129 -1.635 -1.951  0.000
H 3.206 -1.025 -0.691  0.000
N 1.438 1.045 -0.222  -0.099
C 1.827 2.199 -0.560  0.069
C 2.598 2.541 -1.758  -0.002
C 3.124 1.557 -2.602  0.015
C 3.792 1.910 -3.760  -0.002
C 3.934 3.244 -4.106  0.018
C 3.420 4.227 -3.278  -0.002
C 2.757 3.883 -2.116  0.016
C 1.414 3.329 0.341  0.010
C 0.068 3.667 0.455  0.009
C -0.340 4.609 1.382  0.003
C 0.592 5.245 2.186  0.004
C 1.938 4.955 2.037  0.003
C 2.352 4.000 1.122  0.004
H 2.982 0.517 -2.350  0.000
H 4.199 1.151 -4.412  -0.001
H 4.439 3.516 -5.021  0.001
H 3.530 5.266 -3.546  -0.001
H 2.332 4.653 -1.489  0.001
H -0.639 3.213 -0.220  0.001
H -1.389 4.845 1.475  0.000
H 0.272 5.971 2.917  0.000
H 2.671 5.476 2.636  0.000
H 3.406 3.777 1.010  0.000

The calculation puts the total energy at -5691.71223 Ha. The largest force on an atom comes out at 3.26 eV Å⁻¹. For the gap between HOMO and LUMO (spin up / spin down), the calculation gives 6.52 / 7.36 eV. As for the total charge: +1. The multiplicity is 3. Its expectation value of S² is 2.0431. As for the HOMO energy (spin up / spin down): -9.53 / -10.67 eV.

(2)
The following is a DFT calculation (the ωB97M-V functional and the def2-TZVPD basis) of a structure of composition C38H35BrNO3TaTe.

Last column: Mulliken charge in e.
Element x y z (Å)
Ta 1.078 -1.373 0.334  0.396
C -2.828 4.611 -0.794  -1.688
C -2.140 3.332 -0.406  -0.168
C -2.572 2.597 0.701  -0.215
C -1.952 1.414 1.067  0.337
C -2.310 0.648 2.324  -0.620
O -1.737 0.954 3.347  -0.642
C -3.285 -0.459 2.245  0.684
C -3.681 -1.090 3.426  -0.295
C -4.561 -2.154 3.376  -0.753
C -5.042 -2.600 2.149  -0.389
C -4.653 -1.976 0.971  -1.028
C -3.778 -0.901 1.018  0.010
C -0.885 0.966 0.312  0.528
O -0.349 -0.232 0.637  0.205
C -0.365 1.694 -0.761  0.981
C -1.041 2.874 -1.115  -0.941
C 0.866 1.302 -1.444  0.961
N 1.588 0.250 -1.138  0.491
C 2.894 0.162 -1.844  -0.763
C 3.796 -0.960 -1.381  -1.439
Te 3.933 -1.211 0.789  0.190
C 3.159 0.645 1.443  -0.002
C 2.156 0.595 2.411  -0.266
C 1.541 1.772 2.830  -0.662
C 1.962 2.986 2.311  -0.690
C 3.007 3.031 1.392  -0.561
C 3.609 1.865 0.947  -0.460
C 1.316 2.208 -2.542  -1.334
C 1.102 1.834 -3.865  0.148
C 1.506 2.674 -4.892  -0.936
C 2.136 3.876 -4.601  -0.656
C 2.349 4.249 -3.281  -0.850
C 1.930 3.422 -2.249  0.199
H -3.886 4.580 -0.540  0.427
H -2.736 4.802 -1.862  0.429
H -2.387 5.458 -0.266  0.313
H -3.413 2.954 1.285  0.575
H -3.298 -0.725 4.370  0.482
H -4.883 -2.635 4.290  0.440
H -5.735 -3.431 2.112  0.432
H -5.040 -2.320 0.021  0.441
H -3.487 -0.405 0.100  0.502
H -0.695 3.444 -1.966  0.557
H 3.404 1.117 -1.726  0.419
H 2.729 0.029 -2.914  0.569
H 4.811 -0.786 -1.730  0.595
H 3.484 -1.950 -1.717  0.514
H 1.873 -0.344 2.880  0.790
H 0.741 1.727 3.557  0.564
H 1.496 3.903 2.644  0.489
H 3.368 3.986 1.034  0.495
H 4.432 1.916 0.245  0.519
H 0.607 0.897 -4.096  0.528
H 1.325 2.390 -5.920  0.473
H 2.454 4.527 -5.404  0.436
H 2.829 5.191 -3.055  0.462
H 2.071 3.719 -1.216  0.626
Br 0.014 -5.546 -4.831  -0.097
C 0.219 -4.380 -3.381  -0.020
C 0.786 -4.848 -2.202  -0.746
C 0.921 -3.984 -1.129  -0.266
C 0.537 -2.632 -1.231  0.459
C -0.038 -2.191 -2.438  -0.233
C -0.207 -3.056 -3.500  -0.658
H 1.097 -5.881 -2.124  0.476
H 1.336 -4.372 -0.205  0.462
H -0.364 -1.163 -2.549  0.313
H -0.657 -2.718 -4.423  0.481
C 0.203 -2.293 4.008  -1.300
C 0.278 -3.269 2.855  0.490
C -1.061 -3.870 2.478  -1.013
O 0.769 -2.566 1.672  -0.433
H -0.244 -2.796 4.865  0.522
H -0.421 -1.433 3.757  0.173
H 1.193 -1.951 4.315  0.370
H 1.018 -4.046 3.050  0.306
H -1.776 -3.075 2.249  0.045
H -1.452 -4.453 3.311  0.487
H -0.969 -4.524 1.611  0.334

The calculation puts the total energy at -4648.12674 Ha. The largest force on an atom comes out at 0.42 eV Å⁻¹. For the gap between HOMO and LUMO, the calculation gives 7.15 eV. As for the total charge: +2. As for the HOMO energy: -14.05 eV.

(3)
The following is a DFT calculation (the ωB97M-V functional and the def2-TZVPD basis) of a structure of composition C38H35ClN2Si2Sm at a distorted geometry.

Last column: Löwdin spin population.
Element x y z (Å)
C -2.574 -1.065 3.302  -0.013
C -3.239 -0.586 2.133  -0.007
C -3.100 -1.587 1.121  -0.012
H -3.799 0.348 2.047  0.000
C -2.330 -2.671 1.656  -0.009
C -2.005 -2.340 3.008  -0.008
H -1.475 -2.984 3.711  0.000
H -2.587 -0.575 4.276  0.000
H -3.528 -1.535 0.124  0.000
H -2.036 -3.579 1.134  0.000
Sm -0.743 -0.727 1.408  5.157
Si -1.077 -1.021 -1.836  -0.001
C -0.753 0.423 -3.040  -0.004
C 0.557 0.497 -3.741  0.000
H 0.963 -0.473 -4.076  -0.001
C 0.782 1.607 -4.640  -0.005
H 1.802 1.838 -4.952  0.000
C -0.293 2.360 -5.061  0.000
H -0.135 3.151 -5.796  0.000
C -1.550 2.192 -4.481  -0.007
H -2.367 2.850 -4.765  0.000
C -1.767 1.252 -3.459  0.000
H -2.769 1.175 -3.009  0.000
C -0.806 -2.309 -3.249  0.000
C -1.317 -2.092 -4.555  0.000
H -2.153 -1.408 -4.726  0.000
C -0.707 -2.686 -5.665  0.000
H -1.058 -2.454 -6.674  0.000
C 0.359 -3.576 -5.489  0.000
H 0.851 -4.023 -6.353  0.000
C 0.771 -3.909 -4.197  0.000
H 1.577 -4.632 -4.042  0.000
C 0.166 -3.306 -3.085  0.000
H 0.511 -3.598 -2.091  0.000
H -2.433 -1.071 -1.258  0.000
Si 1.895 1.245 -2.368  -0.006
C 1.951 -0.446 -1.522  -0.018
C 0.645 -0.964 -0.942  -0.008
H 0.371 -0.045 -0.335  -0.005
C 0.712 -2.242 -0.194  -0.013
H -0.181 -2.910 -0.159  0.002
C 1.945 -2.726 0.222  0.004
H 1.958 -3.582 0.910  0.001
C 3.134 -2.152 -0.213  -0.019
H 4.086 -2.551 0.138  -0.001
C 3.119 -1.052 -1.087  -0.002
H 4.076 -0.649 -1.425  0.000
C 0.881 2.743 -1.787  0.000
C 0.155 2.748 -0.593  0.000
H 0.412 1.996 0.160  0.000
C -0.834 3.707 -0.328  0.000
H -1.383 3.668 0.627  0.000
C -1.087 4.707 -1.282  0.000
H -1.895 5.427 -1.120  0.000
C -0.248 4.828 -2.403  0.000
H -0.399 5.638 -3.123  0.000
C 0.780 3.894 -2.588  0.000
H 1.483 4.036 -3.401  0.000
H 3.208 1.706 -2.535  0.000
Cl 1.582 0.679 1.595  -0.014
N -0.789 1.558 3.173  -0.005
C -0.316 1.427 4.501  0.000
C -0.468 2.428 5.459  0.000
C 0.205 2.336 6.690  0.000
C 1.015 1.247 6.982  0.000
C 1.149 0.180 6.054  0.000
C 1.956 -0.953 6.300  0.000
C 1.946 -1.988 5.388  0.000
C 1.125 -1.898 4.251  0.000
N 0.399 -0.814 3.959  -0.005
C 0.408 0.237 4.829  0.000
H -1.463 2.312 3.081  0.000
H 0.015 1.737 2.542  0.000
H -1.093 3.290 5.226  0.000
H 0.083 3.130 7.424  0.000
H 1.528 1.171 7.951  0.000
H 2.564 -0.980 7.205  0.000
H 2.552 -2.878 5.518  0.000
H 1.080 -2.727 3.540  0.000

The calculation puts the total energy at -3275.39057 Ha. The largest force on an atom comes out at 4.76 eV Å⁻¹. For the gap between HOMO and LUMO (spin up / spin down), the calculation gives 4.79 / 4.73 eV. As for the total charge: +1. The multiplicity is 6. Its expectation value of S² is 8.7991. As for the HOMO energy (spin up / spin down): -8.81 / -8.77 eV.

(4)
The following is a DFT calculation (the ωB97M-V functional and the def2-TZVPD basis) of a structure of composition C38H35Ge2HgIN5O2.

Last column: Mulliken charge in e.
Element x y z (Å)
Hg -0.647 -0.583 -0.164  3.103
O -1.108 -1.821 -4.401  -0.846
C -1.054 -1.286 -3.283  -0.110
N -0.631 -1.774 -2.125  0.384
C -0.067 -3.062 -1.968  -0.218
C 0.241 -3.893 -3.052  -0.848
C 0.827 -5.143 -2.879  -0.630
C 1.116 -5.598 -1.607  -0.625
C 0.821 -4.801 -0.505  -0.843
C 0.239 -3.533 -0.644  -0.311
N -0.049 -2.700 0.451  0.194
C 0.098 -3.038 1.723  0.174
O 0.512 -4.095 2.228  -0.844
C -0.293 -1.946 2.729  0.170
C 0.219 -2.036 4.018  -0.717
C -0.151 -1.090 4.955  -0.454
C -1.046 -0.091 4.591  -0.855
C -1.510 -0.076 3.288  -0.369
N -1.134 -0.972 2.375  0.342
C -1.524 0.185 -3.260  0.293
C -1.790 0.791 -4.486  -0.630
C -2.172 2.119 -4.516  -0.529
C -2.277 2.822 -3.323  -1.071
C -1.999 2.147 -2.149  -0.448
N -1.644 0.862 -2.119  0.504
H 0.006 -3.541 -4.042  0.491
H 1.051 -5.752 -3.749  0.372
H 1.563 -6.575 -1.457  0.385
H 1.040 -5.146 0.492  0.473
H 0.895 -2.850 4.245  0.521
H 0.251 -1.127 5.961  0.388
H -1.369 0.667 5.293  0.430
H -2.195 0.695 2.948  0.411
H -1.678 0.193 -5.377  0.559
H -2.380 2.607 -5.461  0.391
H -2.556 3.868 -3.299  0.433
H -2.036 2.656 -1.189  0.554
C 3.424 0.102 -2.250  -1.189
Ge 2.618 1.724 -1.491  0.778
C 4.093 2.959 -1.104  -1.377
C 1.614 2.527 -2.986  -1.045
Ge 1.208 1.095 0.386  -1.263
C 0.627 2.793 1.233  -0.016
C 0.358 2.928 2.599  0.226
C -0.201 4.094 3.117  -0.910
C -0.515 5.155 2.278  -0.436
C -0.263 5.042 0.914  -0.717
C 0.298 3.876 0.404  -0.025
C 2.475 0.166 1.586  0.058
C 2.830 -1.138 1.207  -0.110
C 3.626 -1.936 2.019  -0.638
C 4.093 -1.443 3.234  -0.641
C 3.768 -0.147 3.618  -0.607
C 2.966 0.646 2.802  -0.201
H 3.914 0.344 -3.198  0.470
H 2.654 -0.653 -2.438  0.249
H 4.164 -0.328 -1.570  0.356
H 4.637 3.150 -2.035  0.429
H 4.781 2.522 -0.375  0.364
H 3.724 3.910 -0.707  0.371
H 2.288 2.660 -3.839  0.509
H 1.189 3.501 -2.730  0.407
H 0.799 1.862 -3.289  0.079
H 0.563 2.104 3.273  0.447
H -0.398 4.171 4.182  0.396
H -0.949 6.063 2.681  0.363
H -0.504 5.864 0.247  0.398
H 0.486 3.804 -0.663  0.208
H 2.448 -1.553 0.278  0.382
H 3.856 -2.951 1.714  0.402
H 4.699 -2.068 3.879  0.361
H 4.133 0.246 4.561  0.400
H 2.735 1.656 3.122  0.398
I -3.209 -3.725 0.531  0.159
C -4.235 -1.939 0.169  -0.057
C -5.621 -1.990 0.026  -0.619
C -6.294 -0.807 -0.223  -0.251
C -5.569 0.372 -0.319  -0.915
C -4.196 0.308 -0.166  -0.030
N -3.532 -0.829 0.073  0.030
H -6.140 -2.934 0.107  0.414
H -7.371 -0.809 -0.344  0.361
H -6.052 1.321 -0.513  0.426
H -3.589 1.203 -0.238  0.377

The calculation puts the total energy at -6498.39561 Ha. The largest force on an atom comes out at 0.91 eV Å⁻¹. For the gap between HOMO and LUMO, the calculation gives 6.36 eV. As for the total charge: -1. As for the HOMO energy: -4.10 eV.

(5)
The following is a DFT calculation (the ωB97M-V functional and the def2-TZVPD basis) of a structure of composition C38H35N3O10S3Sn at a distorted geometry.

Last column: Mulliken charge in e.
Element x y z (Å)
Sn 0.297 -0.179 0.232  2.723
N -0.407 2.188 4.739  -0.041
C -1.523 3.029 4.726  -0.270
C -1.957 3.605 5.908  -0.703
C -3.050 4.467 5.911  -0.601
C -3.719 4.739 4.736  -0.670
C -3.292 4.155 3.549  -0.652
C -2.200 3.312 3.541  0.709
S -1.650 2.574 1.992  -0.049
N -0.392 1.608 2.458  -0.029
C 0.076 1.502 3.646  0.656
C 1.225 0.601 3.838  0.179
C 1.731 0.261 5.100  -0.964
C 2.808 -0.603 5.186  -0.631
C 3.365 -1.100 4.020  -1.082
C 2.814 -0.699 2.813  -0.128
N 1.785 0.123 2.720  0.477
H 0.041 2.074 5.632  0.105
H -1.441 3.378 6.831  0.386
H -3.366 4.916 6.840  0.381
H -4.573 5.397 4.732  0.391
H -3.793 4.360 2.618  0.498
H 1.297 0.641 6.013  0.355
H 3.206 -0.888 6.150  0.425
H 4.197 -1.784 4.042  0.487
H 3.213 -1.060 1.874  0.377
O 2.169 -1.385 -3.599  -0.697
C 1.174 -0.726 -3.763  0.623
O 0.781 0.150 -2.788  -0.003
C 0.271 -0.641 -4.903  -0.789
C 0.333 -1.346 -6.103  -0.457
C -0.618 -1.096 -7.070  -0.643
C -1.634 -0.165 -6.848  -0.462
C -1.711 0.538 -5.665  -0.723
C -0.746 0.299 -4.692  0.802
S -0.567 1.045 -3.137  0.176
H 1.123 -2.065 -6.252  0.503
H -0.583 -1.624 -8.010  0.392
H -2.372 0.014 -7.616  0.403
H -2.493 1.259 -5.484  0.499
C 6.289 -5.129 -0.276  -1.428
C 4.885 -4.605 -0.179  1.117
C 4.133 -4.794 0.976  -0.955
C 2.825 -4.342 1.046  -0.791
C 2.263 -3.690 -0.032  0.156
C 3.003 -3.455 -1.174  -0.115
C 4.309 -3.919 -1.245  -0.828
S 0.572 -3.169 0.147  1.405
O -0.262 -4.327 0.237  -0.696
O 0.588 -2.341 1.382  -0.898
O 0.263 -2.276 -1.000  -0.834
H 6.618 -5.533 0.677  0.349
H 6.977 -4.341 -0.577  0.339
H 6.345 -5.921 -1.022  0.321
H 4.581 -5.300 1.822  0.323
H 2.223 -4.474 1.932  0.470
H 2.563 -2.907 -1.993  0.462
H 4.888 -3.746 -2.141  0.445
O -2.720 2.628 -1.007  -0.735
C -2.632 1.432 -0.794  -0.218
O -1.570 0.882 -0.296  0.001
C -3.767 0.496 -1.117  0.029
C -3.558 -0.877 -1.106  -0.523
C -4.570 -1.771 -1.441  -1.217
C -5.786 -1.232 -1.788  0.981
O -6.933 -1.879 -2.170  -0.494
C -7.909 -0.874 -2.330  -0.246
O -7.309 0.393 -2.164  -0.503
C -6.008 0.148 -1.788  0.979
C -5.014 1.035 -1.457  -1.104
H -2.577 -1.256 -0.838  0.618
H -4.407 -2.835 -1.433  0.479
H -8.703 -1.014 -1.574  0.245
H -8.354 -0.951 -3.333  0.230
H -5.166 2.101 -1.456  0.547
C 3.816 0.654 -0.479  -0.644
C 3.202 1.880 0.178  -0.383
O 1.908 2.075 -0.362  -0.143
C 1.310 3.327 -0.045  0.206
C 0.724 3.958 -1.297  -1.175
H 4.785 0.435 -0.040  0.440
H 3.938 0.828 -1.546  0.347
H 3.142 -0.197 -0.342  -0.303
H 3.822 2.766 -0.029  0.458
H 3.138 1.746 1.270  0.204
H 2.067 3.988 0.388  0.629
H 0.517 3.172 0.688  -0.294
H 1.471 3.974 -2.087  0.341
H 0.402 4.973 -1.077  0.433
H -0.140 3.390 -1.628  0.018

The calculation puts the total energy at -3794.62217 Ha. The largest force on an atom comes out at 1.34 eV Å⁻¹. For the gap between HOMO and LUMO, the calculation gives 6.97 eV. As for the HOMO energy: -7.40 eV.